The molecule C2H3NS in a non-equilibrium geometry. Source: OMol25; level of theory: ωB97M-V/def2-TZVPD.

XYZ file:
```
7
Properties=species:S:1:pos:R:3:mulliken_charge:R:1
C 0.5529 -0.2902 0.1121 0.561
C -0.8133 0.0935 -0.0526 -0.850
N 1.4678 -1.1088 0.4190 -0.433
S 2.0352 0.5710 -0.1591 -0.181
H -0.9902 0.5487 0.8483 0.304
H -1.3693 -0.7232 -0.3707 0.305
H -0.8832 0.9090 -0.7970 0.293
```

Summary:
HOMO-LUMO gap: 9.01 eV
Structure (SMILES): CC1=NS1
E_HOMO: -8.3 eV
LUMO energy: 0.661 eV
Energy: -530.86363 Ha
Energy above the lowest of the compared OMol25 structures with the same formula, charge and spin: 44.6 kcal/mol